*one*
# C4H12

A 2-piece molecular cluster, C4H12 overall (ωB97M-V with the def2-TZVPD basis set, the Open Molecules 2025 dataset).

The calculation puts the HOMO-LUMO gap (alpha / beta) at 11.566 / 3.172 eV. Its expectation value of S² is 0.75. As for the spin multiplicity: 2. Its total charge is +1. The calculation puts the HOMO energy (alpha / beta) at -15.1 / -14.7 eV.

```
16
Properties=species:S:1:pos:R:3:nbo_charge:R:1
C 0.85652 -2.53075 0.57123 -0.46
C -0.44350 -2.01628 1.25485 -0.55
H 1.20152 -3.49287 0.83818 0.26
H 0.63764 -2.30822 -0.58754 0.42
H 1.73548 -1.83922 0.64385 0.32
H -1.21806 -2.14147 0.47290 0.31
H -0.19596 -0.97784 1.47410 0.31
H -0.64026 -2.76550 2.03458 0.30
C 0.12186 2.81767 -0.55295 -0.61
C -0.66589 1.66197 -1.15318 -0.60
H -0.44712 3.49907 0.07067 0.23
H 0.92312 2.52824 0.16921 0.21
H 0.62420 3.39502 -1.30256 0.22
H -1.67935 1.55277 -0.79680 0.22
H -0.68080 1.90766 -2.21847 0.24
H -0.12942 0.70975 -0.91809 0.18
```

*two*
# C4H12

A 2-piece molecular cluster, C4H12 overall (ωB97M-V with the def2-TZVPD basis set, the Open Molecules 2025 dataset).

The calculation puts the HOMO-LUMO gap (alpha / beta) at 13.726 / 4.569 eV. Its expectation value of S² is 0.75. As for the spin multiplicity: 2. Its total charge is +1. The calculation puts the HOMO energy (alpha / beta) at -16.6 / -15.8 eV.

```
16
Properties=species:S:1:pos:R:3:nbo_charge:R:1
C 1.35464 -0.00907 -1.28412 -0.53
C 2.08546 0.92039 -0.41659 -0.61
H 1.58581 -1.08338 -1.17556 0.28
H 0.21133 0.04952 -1.00540 0.32
H 1.47916 0.14212 -2.35746 0.26
H 2.06357 1.99804 -0.61477 0.28
H 3.18889 0.72955 -0.42506 0.36
H 1.87287 0.70132 0.63670 0.26
C -1.91738 0.20774 0.47568 -0.54
C -1.46108 -0.97512 1.28176 -0.63
H -2.89933 -0.07135 0.06062 0.30
H -2.17513 1.13694 0.98242 0.25
H -1.39858 0.35792 -0.51092 0.25
H -0.41353 -1.00754 1.61442 0.25
H -1.49920 -1.83118 0.60371 0.23
H -2.07751 -1.26590 2.13457 0.28
```

*three*
# C4H12

A 2-piece molecular cluster, C4H12 overall (ωB97M-V with the def2-TZVPD basis set, the Open Molecules 2025 dataset).

The calculation puts the HOMO-LUMO gap (alpha / beta) at 10.977 / 2.365 eV. Its expectation value of S² is 0.75. As for the spin multiplicity: 2. Its total charge is +1. The calculation puts the HOMO energy (alpha / beta) at -14.5 / -14.5 eV.

```
16
Properties=species:S:1:pos:R:3:nbo_charge:R:1
C 2.22868 1.16928 0.42664 -0.57
C 1.54503 0.51331 1.59123 -0.54
H 2.51631 2.23682 0.55755 0.31
H 3.21836 0.73599 0.43448 0.42
H 1.86233 1.12934 -0.58843 0.29
H 2.04347 0.75146 2.55361 0.31
H 1.36458 -0.55503 1.48616 0.31
H 0.54880 0.94389 1.85349 0.46
C -1.33497 -1.16468 -0.69158 -0.62
C -2.63471 -0.57640 -1.27619 -0.61
H -1.06719 -1.91653 -1.41159 0.22
H -0.34287 -0.67396 -0.88890 0.17
H -1.26211 -1.58658 0.22955 0.20
H -3.32830 -1.30883 -1.47016 0.22
H -2.26903 0.08859 -2.07933 0.22
H -3.08837 0.21333 -0.72653 0.21
```

Stability ranking, top and bottom: *two* is the most stable and *three* is the least stable.

*one*
# C6H6OS

An isolated molecule of C6H6OS (ωB97M-V with the def2-TZVPD basis set, the Open Molecules 2025 dataset).

The calculation puts the HOMO-LUMO gap at 9.421 eV. As for the spin multiplicity: 1. Its SMILES is O=C(S)C1C=CC=C1. The calculation puts the HOMO energy at -8.9 eV.

```
14
Properties=species:S:1:pos:R:3:nbo_charge:R:1
C 1.78121 0.30250 0.23713 0.38
C 0.24795 0.67850 0.63595 -0.34
C -0.60618 -0.58007 1.18636 -0.25
C -1.66378 -0.73534 0.27290 -0.22
C -1.50074 0.15008 -0.93571 -0.23
C -0.44234 0.95687 -0.70092 -0.21
H 3.07181 -1.06312 -1.22000 0.16
H 0.37253 1.27270 1.39521 0.24
H -0.80541 -1.04370 2.29180 0.25
H -2.51701 -1.42096 0.39904 0.22
H -2.11919 0.05302 -1.88746 0.23
H -0.32929 1.52934 -1.60055 0.24
O 2.58776 1.13287 0.28308 -0.53
S 1.92267 -1.23270 -0.35685 0.06
```

*two*
# C6H6OS

An isolated molecule of C6H6OS (ωB97M-V with the def2-TZVPD basis set, the Open Molecules 2025 dataset).

The calculation puts the HOMO-LUMO gap at 9.812 eV. As for the spin multiplicity: 1. The calculation puts the HOMO energy at -8.9 eV.

```
14
Properties=species:S:1:pos:R:3:nbo_charge:R:1
C -0.70278 -0.06703 1.25843 -0.25
C -1.58443 0.12090 0.05033 -0.24
C -0.52018 1.05722 0.21598 -0.21
C -0.69597 -1.12223 0.13548 -0.21
C 0.71618 0.68930 -0.66058 -0.48
C 0.65217 -0.81811 -0.58645 -0.39
O 3.28249 0.07426 -0.27627 -0.96
S 1.96471 0.07370 0.39262 1.24
H -0.87816 -0.14419 2.32667 0.25
H -2.52599 0.54392 -0.18928 0.25
H -0.85580 2.09706 0.18207 0.24
H -0.94052 -2.09061 0.33305 0.23
H 1.04171 1.16800 -1.59893 0.27
H 1.04657 -1.58219 -1.58313 0.26
```

Stability ranking, top and bottom: *one* is the most stable and *two* is the least stable.

*one*
# C10H16N

An isolated ion of composition C10H16N and charge +1 (ωB97M-V with the def2-TZVPD basis set, the Open Molecules 2025 dataset).

The calculation puts the HOMO-LUMO gap at 9.425 eV. As for the spin multiplicity: 1. Its total charge is +1. Its SMILES is C=C[C@@]1([NH+](C)C)C=CC=CC1. The calculation puts the HOMO energy at -12.6 eV.

```
27
Properties=species:S:1:pos:R:3:nbo_charge:R:1
C 2.14125 -1.03138 1.25065 -0.25
C 2.25407 -0.07910 0.16548 -0.14
C 1.01510 -1.11182 1.95920 -0.14
C 1.18855 0.57444 -0.30800 -0.29
C -0.65663 3.00115 0.14171 -0.36
C -1.18923 1.81283 0.25537 -0.20
C -0.15250 -0.21318 1.66929 -0.50
C -0.16689 0.31505 0.24469 0.13
C -1.09822 -0.02615 -2.03610 -0.43
C -0.41920 -1.95925 -0.75494 -0.42
N -0.96311 -0.59129 -0.68002 -0.37
H 2.99549 -1.64556 1.48143 0.24
H 3.23185 0.09136 -0.25370 0.24
H 0.92484 -1.77253 2.80681 0.23
H 1.27465 1.28112 -1.11786 0.23
H -1.26971 3.88705 0.19625 0.23
H 0.39693 3.15806 -0.01177 0.22
H -2.21782 1.58018 0.45520 0.20
H -1.09739 -0.70690 1.91122 0.23
H -0.07101 0.64193 2.35232 0.28
H -0.12948 -0.02912 -2.52960 0.24
H -1.79415 -0.62246 -2.62282 0.24
H -1.46274 0.99813 -1.97575 0.25
H 0.58477 -1.92430 -1.17489 0.24
H -0.36641 -2.40534 0.23540 0.24
H -1.05125 -2.57583 -1.39038 0.24
H -1.90174 -0.64710 -0.26916 0.43
```

*two*
# C10H16N

C10H16N as an isolated structure (ωB97M-V with the def2-TZVPD basis set, the Open Molecules 2025 dataset).

The calculation puts the HOMO-LUMO gap at 10.418 eV. As for the spin multiplicity: 1. Its total charge is +1. The calculation puts the HOMO energy at -14.6 eV.

```
27
Properties=species:S:1:pos:R:3:nbo_charge:R:1
C -0.23775 -1.23411 -1.91062 -0.40
C 0.94068 -0.21554 -1.70688 -0.41
C -1.47652 -0.49625 -1.37355 -0.42
C -1.73217 1.84320 0.30044 -0.21
C 0.45676 0.48833 -0.48022 -0.18
C -1.10991 0.55808 -0.33500 -0.13
C -0.71593 0.34934 1.02164 0.51
C 0.76315 -0.20987 0.83075 0.00
C 1.82082 0.52499 1.75252 -0.60
C 0.66760 -1.71216 0.97535 -0.64
N -1.42728 1.32228 1.60883 -0.50
H -0.41184 -1.56783 -2.90399 0.24
H -0.12798 -2.15408 -1.32655 0.21
H 2.00758 -0.57201 -1.70258 0.26
H 0.77132 0.53672 -2.53458 0.23
H -1.91381 -0.11872 -2.41237 0.26
H -2.16007 -1.23110 -0.98314 0.24
H -1.26400 2.83571 0.01503 0.25
H -2.81913 1.94104 0.06961 0.24
H 0.92859 1.49536 -0.43706 0.24
H 2.59953 1.00088 1.21207 0.24
H 2.12659 -0.35158 2.31424 0.23
H 1.26983 1.15681 2.38903 0.21
H -0.34008 -2.16483 0.98456 0.24
H 1.01142 -1.69912 2.03836 0.23
H 1.40771 -2.31751 0.28909 0.25
H -1.03511 1.99196 2.30501 0.42
```

Stability ranking, top and bottom: *one* is the most stable and *two* is the least stable.

*one*
# C3H5FS

An isolated molecule of C3H5FS (ωB97M-V with the def2-TZVPD basis set, the Open Molecules 2025 dataset).

The calculation puts the HOMO-LUMO gap at 9.800 eV. As for the spin multiplicity: 1. Its SMILES is C=C(F)CS. The calculation puts the HOMO energy at -9.2 eV.

```
10
Properties=species:S:1:pos:R:3:nbo_charge:R:1
C 0.41800 0.24817 0.89990 -0.62
C -0.91497 0.00037 0.09319 0.41
C -1.65739 1.09424 -0.35899 -0.48
H 2.82069 0.39088 0.30716 0.14
H 0.20380 -0.45227 1.69492 0.23
H 0.40536 1.28155 1.46304 0.24
H -2.61358 0.95692 -0.73326 0.20
H -1.30970 2.05175 -0.19244 0.20
F -1.42378 -1.23549 -0.04037 -0.32
S 1.63960 -0.07289 -0.37379 0.00
```

*two*
# C3H5FS

A 2-piece molecular cluster, C3H5FS overall (ωB97M-V with the def2-TZVPD basis set, the Open Molecules 2025 dataset).

The calculation puts the HOMO-LUMO gap (alpha / beta) at 8.347 / 8.135 eV. As for the spin multiplicity: 1. The calculation puts the HOMO energy (alpha / beta) at -8.3 / -8.1 eV.

```
10
Properties=species:S:1:pos:R:3:nbo_charge:R:1
C -1.09208 -1.20495 0.15714 -0.62
C -0.93625 0.01286 0.57553 0.40
C 0.97527 1.24195 -0.38572 -0.47
F -1.55087 0.78682 1.48907 -0.34
S 1.52103 -0.11142 -1.33639 0.07
H -1.99525 -1.85650 0.54314 0.23
H -0.38435 -1.63546 -0.46372 0.23
H 0.38131 1.94397 -0.85310 0.20
H 1.38509 1.50631 0.46384 0.18
H 1.69610 -0.68358 -0.18979 0.13
```

Stability ranking, top and bottom: *one* is the most stable and *two* is the least stable.

*one*
# C3H5FOS

A 2-piece molecular cluster, C3H5FOS overall (ωB97M-V with the def2-TZVPD basis set, the Open Molecules 2025 dataset).

The calculation puts the HOMO-LUMO gap (alpha / beta) at 8.743 / 7.735 eV. As for the spin multiplicity: 1. The calculation puts the HOMO energy (alpha / beta) at -8.8 / -9.0 eV.

```
11
Properties=species:S:1:pos:R:3:nbo_charge:R:1
C -1.82385 -1.31022 -1.11196 -0.47
C -1.69704 -0.85282 0.12244 0.13
C 0.97679 0.98192 1.04161 -0.52
O -2.23318 1.56787 -0.63413 -0.84
F -1.36000 -1.63887 1.16146 -0.33
S -1.95140 0.85209 0.61199 1.02
H -2.09733 -0.61615 -1.88572 0.24
H -1.66824 -2.34242 -1.37148 0.22
H 1.12969 1.64531 0.21835 0.18
H 1.11859 -0.06723 0.90644 0.18
H 0.93277 1.38291 2.03157 0.17
```

*two*
# C3H5FOS

An isolated molecule of C3H5FOS (ωB97M-V with the def2-TZVPD basis set, the Open Molecules 2025 dataset).

The calculation puts the HOMO-LUMO gap at 10.276 eV. As for the spin multiplicity: 1. Its SMILES is O=CSCCF. The calculation puts the HOMO energy at -9.8 eV.

```
11
Properties=species:S:1:pos:R:3:nbo_charge:R:1
C -1.18153 -1.12220 0.19492 0.05
C 0.03724 -0.26426 0.68724 -0.57
C 1.41296 1.52857 -0.97090 0.24
H -1.12836 -2.17442 0.60203 0.18
H -1.31452 -1.02216 -0.86714 0.18
H 0.91964 -0.71438 0.26816 0.25
H -0.02810 -0.26713 1.76356 0.24
H 1.75668 2.63299 -0.97080 0.14
O 1.86477 0.61676 -1.60488 -0.53
F -2.30097 -0.61782 0.89528 -0.38
S -0.03782 1.40404 0.00252 0.21
```

Stability ranking, top and bottom: *two* is the most stable and *one* is the least stable.